# 1
14
Properties=species:S:1:pos:R:3 method="wB97M-V/def2-TZVPD" orbital_gap_ha="0.22577 / 0.35934" charge=0 molar_mass_g_mol=88.1 multiplicity=3 homo_ev="-5.3220 / -10.0944" relative_energy_kcal_mol=32.1
C 2.50200 0.79503 -0.11947
C 1.62568 -0.03766 -0.61468
C -1.32214 -1.33252 0.30021
C -1.23478 0.14280 0.08544
O -0.88134 0.99746 1.08337
O -1.82476 0.65659 -0.97458
H 3.30947 1.18110 -0.67156
H 2.40045 0.91916 0.91306
H 1.62827 -0.35094 -1.65385
H -1.39056 -1.85424 -0.76418
H -2.07524 -1.50946 1.00857
H -0.52079 -1.86779 0.81002
H -0.43821 0.71609 1.83739
H -1.77805 1.54438 -1.23975

# 2
15
Properties=species:S:1:pos:R:3 method="wB97M-V/def2-TZVPD" orbital_gap_ha=0.37129 smiles=O[C@H]1C[C@@]2(O)C[C@@H]12 charge=0 molar_mass_g_mol=100.1 homo_ev=-9.2418 relative_energy_kcal_mol=48.7
O -1.02227 -1.92361 -0.48042
C 0.18914 -1.20090 -0.42463
C 0.14565 0.07993 -1.29682
C 0.33279 0.90844 -0.03370
O 1.11773 2.04921 -0.02328
C -0.72968 0.61794 0.96507
C 0.42649 -0.34659 0.81970
H -1.03899 -2.52151 0.27757
H 1.04879 -1.84262 -0.66449
H 1.01413 0.15436 -1.95717
H -0.77904 0.23309 -1.86411
H 0.67266 2.72226 0.50661
H -0.69164 1.21737 1.87463
H -1.72729 0.31702 0.65110
H 1.09044 -0.57338 1.64818

# 3
97
Properties=species:S:1:pos:R:3 method="wB97M-V/def2-TZVPD" orbital_gap_ha=0.28283 charge=+1 molar_mass_g_mol=671.2 homo_ev=-10.5078
C -4.09826 1.90811 0.05793
C -4.62935 0.64946 -0.55113
C -6.10004 0.40686 -0.45039
N -3.95332 -0.28660 -1.11560
N -2.64448 0.02958 -1.53582
C -2.42138 1.10880 -2.50050
C -2.45854 0.56119 -3.92891
C -2.53699 1.72375 -4.93018
S -1.49573 1.47692 -6.36913
O -0.44373 0.57782 -6.00207
O -2.32472 1.22646 -7.49469
O -0.86753 2.91277 -6.61406
C -1.69220 -0.76108 -1.12946
N -1.94861 -1.88233 -0.37565
P -2.65384 -1.76492 1.18313
N -2.65629 -0.34739 1.79435
C -0.90860 -2.86219 -0.77203
C 0.22687 -1.95798 -1.27031
Cl 1.00998 -2.58256 -2.72592
N -0.37182 -0.65585 -1.50491
C 0.46254 0.46715 -1.03678
C 0.63483 0.60363 0.47895
C 2.07466 0.91186 0.86384
F -0.14798 1.69511 0.86680
H -4.86359 2.68361 0.04551
H -3.19547 2.29500 -0.39728
H -3.87936 1.65682 1.09772
H -6.36905 -0.47053 -1.03261
H -6.61278 1.27392 -0.86665
H -6.39898 0.26170 0.58792
H -3.18210 1.87315 -2.38461
H -1.46720 1.59563 -2.33090
H -3.35142 -0.05377 -4.03926
H -1.57018 -0.03499 -4.12423
H -2.18679 2.64518 -4.45676
H -3.55575 1.91860 -5.25404
H -0.25610 3.14548 -5.89784
H -3.94282 -2.26054 0.99104
H -1.94194 -2.73665 1.90489
H -2.13337 -0.30508 2.66785
H -1.29550 -3.39533 -1.63962
H -0.64786 -3.53224 0.04016
H 1.02178 -1.91487 -0.52590
H 1.43668 0.30978 -1.50506
H 0.10678 1.42384 -1.40671
H 0.27487 -0.27995 1.01432
H 2.25132 0.66052 1.90791
H 2.23169 1.98512 0.75511
H 2.79250 0.38668 0.23457
C 7.14756 1.77163 -5.99546
O 6.07351 0.92605 -6.35563
C 6.40040 -0.45649 -6.41290
C 5.71398 -1.22192 -5.30356
N 6.27308 -0.87728 -4.00322
C 5.52763 -1.38725 -2.86157
C 4.09506 -0.90543 -2.67096
O 3.96303 0.46638 -2.33162
C 3.96939 1.36774 -3.42650
H 6.81433 2.79695 -6.14511
H 7.44203 1.64887 -4.94679
H 8.02319 1.59342 -6.62604
H 7.48368 -0.60259 -6.37472
H 6.04238 -0.83885 -7.37224
H 5.84734 -2.29433 -5.47436
H 4.63896 -1.00214 -5.37445
H 6.33114 0.13038 -3.93083
H 6.08843 -1.11998 -1.96220
H 5.51593 -2.48096 -2.91356
H 3.67988 -1.45190 -1.81803
H 3.45910 -1.14041 -3.53186
H 3.52069 0.92131 -4.31812
H 4.97729 1.71096 -3.66980
H 3.38278 2.23993 -3.13474
C 0.41907 -1.48517 8.71893
O -0.95298 -1.79554 8.84937
C -1.72282 -0.80630 9.52271
C -2.68518 -0.12940 8.57283
N -1.97600 0.70303 7.61025
C -2.79673 1.21020 6.51922
C -3.44172 0.20476 5.57388
O -2.52247 -0.50753 4.75627
C -1.93834 -1.64921 5.36068
H 0.91668 -2.37663 8.34095
H 0.59579 -0.66072 8.01787
H 0.86179 -1.22144 9.68359
H -1.07333 -0.07287 10.00885
H -2.29994 -1.31296 10.30022
H -3.37179 0.49856 9.14780
H -3.27827 -0.92026 8.09188
H -1.20897 0.16923 7.22239
H -2.16619 1.87042 5.91797
H -3.59048 1.83297 6.94372
H -4.07022 0.76880 4.87973
H -4.10205 -0.49991 6.09118
H -2.62038 -2.12891 6.06553
H -1.00126 -1.41374 5.87088
H -1.70579 -2.36116 4.56457

# 4
14
Properties=species:S:1:pos:R:3 method="wB97M-V/def2-TZVPD" orbital_gap_ha="0.27917 / 0.27925" charge=0 molar_mass_g_mol=159.0 homo_ev="-7.9028 / -7.9050" relative_energy_kcal_mol=74.3
C 0.17742 1.84285 0.23817
C -1.16030 1.50705 0.04865
C 1.05346 0.74849 0.05366
C -1.67631 0.44366 -0.65774
C 0.52504 -0.55594 0.06844
C 0.90292 -1.91355 -0.30700
Br -3.28157 -0.47966 -0.29782
H 0.64817 2.83738 0.52328
H -1.80587 2.20197 0.59545
H 2.10205 0.93545 -0.02431
H -0.37926 -0.54062 0.74862
H 0.99534 -2.20202 -1.31427
H 0.09199 -2.56490 0.06193
H 1.80693 -2.26016 0.26293

# 5
115
Properties=species:S:1:pos:R:3 method="wB97M-V/def2-TZVPD" orbital_gap_ha=0.21630 charge=-1 molar_mass_g_mol=832.0 homo_ev=-3.8811 relative_energy_kcal_mol=36.7
Na 0.84463 -1.68806 0.41191
N 4.26750 0.98114 -0.27078
C 3.52510 -0.16491 -0.23402
N 3.35644 -0.88567 0.80325
C 3.92699 -0.49908 2.01056
N 3.70542 -1.16373 3.07847
N 2.91502 -2.23056 3.07206
C 1.66121 -2.13837 3.20518
C 0.81552 -3.34778 3.28724
C 0.22666 -3.71587 4.49499
C -0.51120 -4.88603 4.54335
C -0.70658 -5.60493 3.36981
C -0.12286 -5.12448 2.20859
N 0.65536 -4.05078 2.17627
C 4.79125 0.68916 2.04707
C 5.41978 1.14044 3.20350
C 6.16858 2.30289 3.18879
C 6.31099 3.02400 2.00795
C 5.69144 2.59385 0.85018
C 4.92014 1.43450 0.86670
H 4.28496 1.54691 -1.10095
H 3.04720 -0.46474 -1.16256
H 1.14478 -1.17707 3.30322
H 0.36989 -3.10269 5.37470
H -0.92972 -5.22980 5.48098
H -1.29722 -6.51059 3.35697
H -0.28158 -5.62695 1.25948
H 5.29734 0.55993 4.10737
H 6.63739 2.66132 4.09595
H 6.90406 3.92937 1.99213
H 5.79286 3.15415 -0.07193
C -1.32569 4.71461 -3.54786
C -0.01111 4.69137 -2.75178
C 1.11661 5.26948 -3.61967
C -0.18468 5.60514 -1.53527
C 0.30517 3.25492 -2.34583
C 0.37281 2.82825 -1.02606
C 0.60707 1.49885 -0.72823
Se 0.57782 0.97127 1.13147
C -1.32181 0.72806 1.34216
C -2.14577 1.82655 1.48199
C -3.52002 1.65615 1.59555
C -3.99155 0.34791 1.49162
C -3.19833 -0.78065 1.33890
C -1.77102 -0.62895 1.33395
O -0.90795 -1.57413 1.32967
C -3.92839 -2.12816 1.19589
C -4.65394 -2.44989 2.51200
C -3.00510 -3.30738 0.87283
C -4.95267 -2.03937 0.05131
C -4.49710 2.80417 1.83083
C -5.25403 2.57136 3.14832
C -5.49914 2.89315 0.67050
C -3.78107 4.15352 1.93788
C 0.81803 0.47672 -1.70965
O 1.05533 -0.72557 -1.33643
C 0.75698 0.93603 -3.07046
C 0.49593 2.27677 -3.31985
C 0.90976 0.03430 -4.30958
C 2.02241 0.58119 -5.22086
C 1.27111 -1.42089 -3.99921
C -0.42061 0.02392 -5.08161
H -1.59068 5.73897 -3.82634
H -2.13180 4.29654 -2.94299
H -1.24794 4.12121 -4.45952
H 0.89782 6.30726 -3.88797
H 1.24124 4.70137 -4.54242
H 2.06270 5.24811 -3.07556
H -0.40124 6.62327 -1.86679
H 0.72234 5.62937 -0.92875
H -1.01282 5.26516 -0.91168
H 0.23924 3.51095 -0.19726
H -1.68711 2.80695 1.49353
H -5.06741 0.20701 1.53472
H -3.92417 -2.55028 3.31764
H -5.21310 -3.38726 2.43083
H -5.35283 -1.65626 2.78119
H -2.28862 -3.46833 1.67259
H -2.43940 -3.11622 -0.03834
H -3.60537 -4.21502 0.74196
H -5.73738 -1.31101 0.25955
H -5.42919 -3.01109 -0.10620
H -4.45133 -1.74127 -0.87074
H -5.84149 1.65304 3.11492
H -5.93328 3.40369 3.35720
H -4.54593 2.48848 3.97473
H -6.06788 1.96923 0.56106
H -4.96738 3.07407 -0.26499
H -6.20560 3.71288 0.83265
H -3.03841 4.13809 2.73691
H -4.50606 4.94036 2.15938
H -3.28316 4.40282 0.99913
H 0.43329 2.59350 -4.35630
H 2.97245 0.59368 -4.68319
H 1.81241 1.59574 -5.56047
H 2.13373 -0.05353 -6.10460
H 2.21997 -1.47982 -3.46976
H 1.35872 -1.97926 -4.93748
H 0.51312 -1.88907 -3.37670
H -0.69412 1.02355 -5.42237
H -1.21929 -0.34180 -4.43449
H -0.35096 -0.62988 -5.95603
C 2.71097 -5.67229 -0.06802
C 2.04776 -4.91557 -1.23628
C 2.84570 -3.61141 -1.29802
O 3.23772 -3.35913 0.03852
C 3.57997 -4.60173 0.62076
H 3.32640 -6.49727 -0.42863
H 1.96708 -6.06946 0.61929
H 1.00422 -4.69581 -1.00637
H 2.09494 -5.46906 -2.17371
H 2.26507 -2.75526 -1.63783
H 3.73210 -3.73286 -1.94047
H 3.39832 -4.51629 1.69066
H 4.64622 -4.81328 0.45412

# 6
10
Properties=species:S:1:pos:R:3 method="wB97M-V/def2-TZVPD" orbital_gap_ha=0.36145 charge=0 molar_mass_g_mol=80.1 homo_ev=-9.8266 relative_energy_kcal_mol=40.2
C 0.61603 -1.34414 -0.24563
C -0.83946 -0.96652 -0.13280
C -1.07058 0.31433 0.14575
C 0.09287 1.20266 0.25573
C 0.91436 2.06942 0.38569
O 1.04450 -1.95259 -1.21749
H 1.18718 -1.21859 0.68985
H -1.57664 -1.66567 -0.50271
H -2.05656 0.76419 0.13566
H 1.68830 2.79691 0.48596

# 7
34
Properties=species:S:1:pos:R:3 method="wB97M-V/def2-TZVPD" orbital_gap_ha="0.14865 / 0.25778" charge=-1 molar_mass_g_mol=343.1 multiplicity=5 homo_ev="-1.2009 / -4.1872" relative_energy_kcal_mol=0.0
Rh 0.08502 -0.77811 -0.81747
Cl 0.45579 1.03519 -2.09845
Cl -1.40327 -2.36296 -0.07994
C 0.08964 -1.92284 -2.24123
H 0.26994 -3.00013 -1.95237
H 0.79127 -1.63117 -3.05754
C 1.59493 -0.57262 0.97518
C 1.99081 -1.21015 -0.13990
H 0.91462 -1.11514 1.66497
C 3.03319 -0.69157 -1.15296
H 1.88842 -2.31657 -0.23754
C 4.13238 0.05995 -0.44407
H 3.41214 -1.56504 -1.70397
H 2.52612 -0.02017 -1.87230
C 3.49211 1.08743 0.51445
H 4.79342 -0.64523 0.09303
H 4.73252 0.57160 -1.19370
C 2.52488 0.45268 1.53535
H 4.30792 1.53295 1.07823
H 2.99436 1.86637 -0.08415
H 3.17287 -0.16232 2.15672
H 2.07458 1.19723 2.20340
C -4.55067 1.12824 -0.65500
N -3.83515 0.82230 0.57469
C -4.55802 0.87007 1.83889
C -2.53786 0.46593 0.52530
O -1.87332 0.47901 -0.53751
H -5.57352 1.41427 -0.39885
H -4.56968 0.25005 -1.31441
H -4.05621 1.95083 -1.18534
H -4.50370 -0.09942 2.35624
H -4.12128 1.62735 2.50703
H -5.60719 1.12353 1.65583
H -2.08704 0.15849 1.48741

# 8
19
Properties=species:S:1:pos:R:3 method="wB97M-V/def2-TZVPD" orbital_gap_ha=0.35266 smiles=NCCNCCS charge=0 molar_mass_g_mol=120.2 homo_ev=-8.8266 relative_energy_kcal_mol=47.8
C -0.65882 0.50475 0.27509
N -0.25856 -0.81667 -0.24427
C 1.03266 -0.81647 -0.96344
C 2.14481 -0.01975 -0.19580
S 3.86648 -0.49134 -1.04725
C -1.90136 0.48855 1.22647
N -3.09733 0.04119 0.56370
H 0.18655 1.06207 0.66900
H -1.09097 0.96570 -0.68786
H 0.12849 -1.35544 0.56631
H 0.84292 -0.31163 -1.94144
H 1.37536 -1.83300 -1.07623
H 2.09031 1.04084 -0.42083
H 2.10603 -0.14803 0.93342
H 4.14934 0.11461 -2.27278
H -1.51116 -0.24940 1.95068
H -1.96427 1.50514 1.70278
H -3.85711 -0.51757 0.93545
H -3.58335 0.83644 0.02699

# 9
73
Properties=species:S:1:pos:R:3 method="wB97M-V/def2-TZVPD" orbital_gap_ha="0.22745 / 0.12344" charge=+3 molar_mass_g_mol=858.7 multiplicity=5 homo_ev="-14.2631 / -15.0921" relative_energy_kcal_mol=10.1
Pt 1.55361 -1.33303 1.31097
C 4.38467 -2.26485 5.82440
O 3.09781 -1.90026 5.27636
C 2.91920 -1.71196 3.99703
O 1.79378 -1.43268 3.58154
N 3.99555 -1.81245 3.16941
N 3.82211 -1.63307 1.78540
H 4.21500 -2.37803 6.88888
H 5.11015 -1.46892 5.65544
H 4.71782 -3.21606 5.40937
H 4.90848 -2.07162 3.50768
H 4.07472 -2.49271 1.30516
H 4.43319 -0.88913 1.46137
Br -4.95814 2.70680 -7.29758
C -4.86223 1.33158 -6.03747
C -5.28715 0.05010 -6.38327
C -5.22944 -0.95301 -5.43996
C -4.69030 -0.68281 -4.17458
C -4.29433 0.61501 -3.81753
C -4.38528 1.61715 -4.75269
N -4.67655 -1.74841 -3.28754
N -3.99792 -1.88711 -2.28601
C -2.73085 -1.55969 -1.96935
C -1.72514 -1.34623 -2.94104
C -0.41781 -1.14949 -2.59357
C -0.00357 -1.17945 -1.23518
O 1.20538 -1.02099 -0.89208
C -1.02435 -1.45574 -0.22905
N -0.59428 -1.55897 1.04946
C -1.44768 -1.86063 2.00701
C -2.80736 -2.07552 1.74294
C -3.26652 -1.97703 0.45487
C -2.36150 -1.65979 -0.57757
H -5.67560 -0.14233 -7.37291
H -5.57772 -1.95326 -5.65789
H -3.95420 0.83177 -2.81366
H -4.11124 2.63236 -4.50528
H -2.00141 -1.36443 -3.98786
H 0.34209 -1.00073 -3.34847
H -1.04480 -1.95766 3.00788
H -3.46962 -2.33683 2.55579
H -4.30645 -2.15926 0.21945
S 1.74794 5.42898 2.36081
C 1.57443 3.67947 2.04676
C 1.01268 2.83619 2.99338
C 1.03198 1.47263 2.73707
N 1.57567 0.95964 1.63242
C 2.09253 1.78074 0.71503
C 2.11801 3.15838 0.87680
C 0.79455 6.16374 1.16072
C 1.22201 7.42408 0.67508
C 0.44810 8.02804 -0.30071
N -0.68792 7.49777 -0.74461
C -1.12153 6.33104 -0.24709
C -0.41952 5.60703 0.68502
H 0.59864 3.20715 3.92095
H 0.64020 0.76370 3.45513
H 2.50056 1.31607 -0.17413
H 2.57539 3.78507 0.12367
H 2.12526 7.89223 1.04414
H 0.74487 8.97569 -0.73264
H -2.07407 5.97781 -0.62129
H -0.79520 4.66869 1.06736
C 2.60310 -4.08142 -0.97808
C 1.89994 -4.48787 0.27460
C 1.59093 -5.93495 0.48367
O 1.59557 -3.67522 1.14747
H 3.58652 -4.56019 -1.00113
H 2.69438 -3.00016 -1.05979
H 2.06859 -4.47421 -1.84484
H 1.64925 -6.50931 -0.43703
H 0.61074 -6.04093 0.94539
H 2.32431 -6.34052 1.18607

# 10
97
Properties=species:S:1:pos:R:3 method="wB97M-V/def2-TZVPD" orbital_gap_ha=0.20583 charge=+2 molar_mass_g_mol=1023.6 homo_ev=-11.6740 relative_energy_kcal_mol=10.5
Ti 0.24925 0.12137 -0.14194
C 1.25609 9.61870 9.79682
O 0.05112 9.09707 9.24660
C 0.13992 8.14264 8.30883
C -1.07850 7.66975 7.80813
C -1.09232 6.69105 6.84347
C 0.10214 6.15488 6.34921
C 1.30829 6.63184 6.85412
C 1.33769 7.61684 7.82508
C 0.12463 5.11861 5.32638
N 1.21003 4.57138 4.81382
C 0.76107 3.66644 3.90310
C -0.61830 3.64957 3.84789
N -1.01254 4.58835 4.76656
C -1.34884 2.78486 2.98672
C -2.74666 2.68362 2.90410
C -3.30902 1.77802 2.03964
C -2.47762 0.98026 1.25268
N -1.15768 1.05189 1.31283
C -0.58750 1.93814 2.15855
C 0.85258 1.94617 2.20372
N 1.49718 1.07511 1.38903
C 2.82257 1.03057 1.43412
C 3.57928 1.84221 2.28117
C 2.93903 2.73498 3.10548
C 1.53885 2.79596 3.07833
H 0.95106 10.36394 10.52382
H 1.86542 10.09109 9.02404
H 1.82834 8.83478 10.29634
H -1.99497 8.09055 8.19759
H -2.05600 6.35156 6.48160
H 2.23418 6.22042 6.47659
H 2.28870 7.96664 8.19758
H -1.95226 4.84958 5.00767
H -3.37849 3.31162 3.51911
H -4.38126 1.67373 1.95427
H -2.89495 0.26096 0.55968
H 3.30180 0.31422 0.78040
H 4.65609 1.74984 2.27596
H 3.48043 3.38645 3.77912
Cl -5.55215 0.26450 -4.99478
C -4.27886 0.15112 -3.86060
C -3.84106 1.29106 -3.18514
Cl -4.57240 2.80884 -3.49219
C -2.80016 1.19758 -2.26627
Cl -2.22686 2.59321 -1.43870
C -2.19201 -0.03144 -2.01985
O -1.16267 -0.11520 -1.16084
C -2.62653 -1.17120 -2.69716
Cl -1.82745 -2.66525 -2.41496
C -3.67056 -1.08411 -3.61364
Cl -4.19632 -2.48143 -4.44352
C -1.26526 -2.07920 4.17075
C -2.15628 -2.04037 2.93892
S -1.40868 -2.10612 1.28967
C -0.51948 -3.67784 1.30525
C 0.82616 -3.74136 2.03094
S 1.89989 -2.31094 1.74273
C 2.51698 -1.95599 3.40588
C 1.51819 -1.80504 4.55380
S 0.03578 -0.81194 4.22973
H -0.79858 -3.05572 4.27183
H -1.90869 -1.95139 5.04232
H -2.75642 -1.12953 2.92791
H -2.86201 -2.87243 2.99091
H -0.39559 -3.93251 0.25181
H -1.18356 -4.43546 1.72565
H 1.34874 -4.63879 1.69989
H 0.67764 -3.83843 3.10237
H 3.08338 -1.03240 3.27622
H 3.24246 -2.72569 3.67479
H 2.04203 -1.33515 5.38668
H 1.19370 -2.77765 4.92123
C -2.23951 4.75130 -5.89235
C -1.27144 3.90683 -5.12168
C -1.21798 2.52764 -5.29798
C -0.31408 1.75657 -4.58436
C 0.54358 2.37611 -3.68238
C 0.50585 3.75612 -3.48382
C -0.39516 4.50598 -4.20682
S 1.57922 1.29488 -2.77900
C 3.14401 2.14048 -2.70541
O 1.10048 1.39859 -1.28204
H -2.86512 4.14889 -6.54717
H -1.70586 5.48168 -6.50216
H -2.88608 5.30775 -5.21226
H -1.88450 2.05189 -6.00613
H -0.27312 0.68318 -4.73062
H 1.15234 4.23905 -2.76262
H -0.43226 5.57866 -4.06344
H 3.01289 3.19345 -2.47315
H 3.61187 2.01301 -3.68148
H 3.73261 1.63454 -1.94388
Cl 2.94280 -1.21441 -1.19108
C 1.17292 -1.51335 -1.13172
H 1.03531 -2.50418 -0.70711
H 0.82497 -1.51688 -2.16287